C6H4INPbS7 | ωB97M-V with the def2-TZVPD basis set

## Properties
LUMO level (alpha / beta)   -0.105 / -0.071 hartree
HOMO level (alpha / beta)   -7.5940 / -7.8401 eV

Last column: natural (NBO) charge in e.
CARTESIAN COORDINATES (ANGSTROEM)
Pb 1.5811 0.6140 -1.2538  0.9280
S 4.2713 1.6356 -1.4873  -0.3132
S 5.1592 1.3990 0.2441  0.1651
S 4.3701 -0.2844 1.2265  0.0725
S 3.2681 -1.2886 -0.0569  -0.4156
S 0.2913 4.5217 1.1908  0.2661
C 0.8179 3.1714 0.3835  -0.5897
S 1.3834 1.7524 1.1502  -0.1214
S 0.7782 3.3055 -1.3107  -0.0707
I -1.8364 -4.6121 0.2493  0.1824
C -1.8498 -2.5257 0.0698  -0.1894
C -3.0220 -1.8015 0.2161  -0.1847
C -2.9678 -0.4221 0.0863  -0.2328
C -1.7503 0.1738 -0.1926  0.0471
N -0.6305 -0.5319 -0.3412  -0.4606
C -0.6691 -1.8548 -0.2040  0.0130
H -3.9574 -2.3006 0.4292  0.2360
H -3.8574 0.1806 0.2041  0.2337
H -1.6538 1.2494 -0.2994  0.2155
H 0.2741 -2.3815 -0.3038  0.2187